No. 1
The following is a DFT calculation (ωB97M-V/def2-TZVPD) of C10H12N2O5STl as an isolated structure at a distorted geometry.

Cartesian coordinates (Å):
O1 -0.05140 0.02685 -3.70242
C1 0.01345 -0.00131 -2.56745
Tl1 0.24232 -0.11195 0.37912
O2 2.48947 -3.27294 -0.17506
C2 1.81752 -2.36832 -0.34463
C3 -1.67140 2.12814 -0.33078
O3 -2.32827 3.00856 -0.63009
C4 -2.16621 -1.61656 -0.27839
O4 -3.02351 -2.32899 -0.51633
C5 2.21549 1.83393 -0.36657
O5 3.10112 2.55022 -0.36671
C6 2.59707 1.78118 6.31060
C7 1.28569 1.12626 5.92978
N1 1.33445 0.76612 4.49750
C8 0.32910 -0.03479 4.02589
S1 -0.79891 0.49411 2.84921
N2 0.21049 -1.25620 4.57214
C9 1.29641 -1.98053 5.30365
C10 0.82349 -2.61065 6.60346
H1 3.43026 1.07736 6.22681
H2 2.56471 2.12872 7.34554
H3 2.82006 2.63633 5.66720
H4 1.12058 0.20368 6.50512
H5 0.44515 1.82340 6.10945
H6 1.50429 1.57717 3.89861
H7 -0.52947 -1.82443 4.16372
H8 1.67716 -2.75694 4.62550
H9 2.12183 -1.28338 5.47593
H10 0.23320 -3.51572 6.42891
H11 1.69290 -2.91690 7.20356
H12 0.20556 -1.91701 7.18334

largest force on an atom = 3.23 eV Å⁻¹
energy relative to the best compared isomer or geometry (same formula, charge and spin) = 0.0 kcal per mole
net charge = +3
lowest unoccupied orbital energy (alpha / beta) = -15.36 / -15.55 eV

Atomic partial charges in e from the natural (NBO) method, atoms 1 to 4: O -0.327; C 0.519; Tl 0.735; O -0.327



No. 2
The following is a DFT calculation (ωB97M-V/def2-TZVPD) of C10H12N3NiO4P as an isolated structure at a distorted geometry.

Cartesian coordinates (Å):
O1 0.01938 -3.32987 0.52131
C1 0.27205 -2.21864 0.31642
Ni1 0.55314 -0.57144 0.47834
O2 -3.01422 0.36939 -1.81626
C2 -2.06189 0.32136 -1.23104
C3 1.81041 -0.18070 -0.66093
O3 2.75850 0.13258 -1.24892
C4 -0.22396 1.11944 -0.46212
O4 -0.19164 2.31444 -0.51439
C5 1.37837 0.23322 4.97725
N1 1.27016 1.47975 4.18566
C6 -0.03004 2.10733 4.45786
N2 -1.18577 1.24258 4.20946
C7 -1.02971 0.00437 5.01657
N3 0.25451 -0.69655 4.74845
C8 0.28211 -1.28937 3.43352
P1 0.16772 0.08248 2.28006
C9 1.46160 1.23459 2.77259
C10 -1.35180 0.94354 2.79443
H1 1.36437 0.49644 6.05106
H2 2.33082 -0.27037 4.73486
H3 -0.12953 3.02151 3.82150
H4 -0.04048 2.39200 5.53549
H5 -1.87658 -0.67744 4.80654
H6 -1.02867 0.27280 6.09224
H7 1.22528 -1.81323 3.26412
H8 -0.56627 -1.96466 3.28506
H9 1.38509 2.15990 2.16457
H10 2.44034 0.75541 2.57113
H11 -2.21247 0.27545 2.64075
H12 -1.49982 1.85781 2.20443

largest force on an atom = 8.13 eV Å⁻¹
spin multiplicity = 3
energy relative to the best compared isomer or geometry (same formula, charge and spin) = 19.7 kcal per mole
net charge = +2
lowest unoccupied orbital energy (alpha / beta) = -7.72 / -10.99 eV

Atomic partial charges in e from the natural (NBO) method, atoms 1 to 4: O -0.361; C 0.452; Ni 0.386; O -0.346



No. 3
The following is a DFT calculation (ωB97M-V/def2-TZVPD) of one molecule with the formula C10H12N3OP at a distorted geometry.

Cartesian coordinates (Å):
C1 -1.47347 -2.40015 -2.25582
C2 -1.15033 -2.92524 -1.01253
C3 -1.65734 -1.04599 -2.50979
C4 -0.82002 -1.98130 -0.01467
C5 -1.43247 -0.17918 -1.48111
C6 -0.89972 -0.58773 -0.24512
C7 -0.65315 2.07212 2.34617
C8 -1.12237 1.17216 1.47966
C9 0.74283 2.33817 2.50813
C10 2.19508 1.20506 -0.79271
N1 1.71005 1.67230 2.05278
N2 -0.37008 0.32631 0.73001
N3 2.09609 -0.12811 -0.07470
O1 1.34536 -1.12761 2.15114
P1 1.17816 -0.01165 1.25119
H1 -1.65284 -3.04970 -3.11092
H2 -0.99012 -4.00129 -0.69908
H3 -2.05473 -0.90398 -3.43945
H4 -0.30206 -2.22719 1.01090
H5 -1.78965 0.86385 -1.69941
H6 -1.44879 2.61835 2.84816
H7 -2.21872 1.17037 1.13905
H8 1.05334 3.25824 2.93640
H9 1.38438 1.40235 -1.43708
H10 2.32472 1.96659 -0.08085
H11 3.09353 1.22067 -1.42253
H12 2.91232 -0.71742 -0.17783

largest force on an atom = 4.68 eV Å⁻¹
lowest unoccupied orbital energy = 0.71 eV

Atomic partial charges in e from the natural (NBO) method, atoms 1 to 4: C -0.189; C -0.223; C -0.245; C -0.211



No. 4
The following is a DFT calculation (ωB97M-V/def2-TZVPD) of one molecule with the formula C10H12NPS at a distorted geometry.

Cartesian coordinates (Å):
C1 2.75203 -1.86602 -0.42887
C2 1.83727 -2.96688 -0.45336
C3 2.29667 -0.64338 0.04007
C4 0.54978 -2.77199 0.02687
C5 1.00172 -0.44032 0.51645
C6 0.64268 0.80613 1.15546
C7 0.16243 -1.54269 0.54756
C8 -2.40008 -1.05876 -0.20138
C9 -0.06286 1.87992 -0.95128
C10 -0.00381 3.01414 1.16473
N1 0.25093 1.75978 0.46067
P1 -4.10544 -0.99833 -0.53331
S1 -1.59638 -1.19457 1.22371
H1 3.67258 -2.15705 -0.85514
H2 2.12291 -3.95690 -0.89374
H3 2.98951 0.20442 0.15781
H4 -0.13596 -3.62518 0.21019
H5 0.50005 1.22298 -1.55479
H6 -1.14736 1.73900 -1.16790
H7 0.08293 2.91054 -1.11762
H8 0.36881 3.15107 2.10348
H9 0.60233 3.75275 0.61026
H10 -1.09534 3.28625 0.93865
H11 -4.33484 0.06109 -1.51138
H12 -4.95058 -0.56598 0.51287

largest force on an atom = 5.12 eV Å⁻¹
energy relative to the best compared isomer or geometry (same formula, charge and spin) = 121.3 kcal per mole
lowest unoccupied orbital energy = -0.05 eV

Atomic partial charges in e from the natural (NBO) method, atoms 1 to 4: C -0.197; C -0.230; C -0.219; C -0.218



No. 5
The following is a DFT calculation (ωB97M-V/def2-TZVPD) of a 2-piece molecular cluster, C10H12O overall at a distorted geometry.

Cartesian coordinates (Å):
C1 1.40059 1.35217 2.40104
C2 1.57327 2.04226 1.20919
C3 0.98148 0.02802 2.37264
C4 1.33276 1.42457 0.00308
C5 0.73615 -0.60133 1.17341
C6 0.91059 0.07760 -0.05219
C7 -2.27166 0.91808 -0.11360
C8 -1.77696 0.71788 -1.45895
C9 0.19792 -1.91983 -1.51007
C10 0.65581 -0.52040 -1.30174
O1 -1.60277 1.93280 -0.85437
H1 1.59150 1.83926 3.34514
H2 1.89979 3.07145 1.23001
H3 0.84680 -0.51098 3.29966
H4 1.46497 1.96623 -0.92118
H5 0.42211 -1.63436 1.16855
H6 -3.32179 1.11426 0.08445
H7 -1.70461 0.51928 0.71983
H8 -2.33982 0.62496 -2.36858
H9 1.05278 -2.60379 -1.50541
H10 -0.29405 -2.01785 -2.47485
H11 -0.49300 -2.23954 -0.73417
H12 0.96052 0.02492 -2.18105

largest force on an atom = 1.25 eV Å⁻¹
energy relative to the best compared isomer or geometry (same formula, charge and spin) = 100.8 kcal per mole
lowest unoccupied orbital energy (alpha / beta) = -0.01 / 0.53 eV

Atomic partial charges in e from the natural (NBO) method, atoms 1 to 4: C -0.219; C -0.216; C -0.217; C -0.185



No. 6
The following is a DFT calculation (ωB97M-V/def2-TZVPD) of one molecule with the formula C10H12O2 at a distorted geometry.

Cartesian coordinates (Å):
C1 2.60132 -0.09203 1.89782
C2 1.83301 -0.07587 0.60405
C3 2.31086 0.56348 -0.53596
C4 1.57925 0.58574 -1.71337
C5 0.33625 -0.03504 -1.77349
C6 -0.16398 -0.66771 -0.64390
C7 -1.52770 -1.31738 -0.68034
C8 -2.64158 -0.54397 0.07696
O1 -2.17328 0.47771 0.95992
C9 -2.13408 1.71486 0.41657
O2 -1.13278 2.31365 0.23253
C10 0.58773 -0.69195 0.53095
H1 3.45897 -0.75656 1.86822
H2 2.90844 0.92010 2.15056
H3 1.93127 -0.41787 2.68756
H4 3.27530 1.05403 -0.50665
H5 1.96313 1.07634 -2.59522
H6 -0.24534 -0.01081 -2.68196
H7 -1.83227 -1.36292 -1.72279
H8 -1.46122 -2.32294 -0.27773
H9 -3.15301 -1.25949 0.71383
H10 -3.39527 -0.16769 -0.61224
H11 -3.09272 2.20566 0.21138
H12 0.16768 -1.18935 1.39330

largest force on an atom = 1.04 eV Å⁻¹
energy relative to the best compared isomer or geometry (same formula, charge and spin) = 5.0 kcal per mole
lowest unoccupied orbital energy = 0.87 eV

Atomic partial charges in e from the natural (NBO) method, atoms 1 to 4: C -0.630; C -0.008; C -0.220; C -0.189



No. 7
The following is a DFT calculation (ωB97M-V/def2-TZVPD) of a 2-piece molecular cluster, C10H13BFN3O8 overall at a distorted geometry.

Cartesian coordinates (Å):
N1 -4.45470 -0.42976 0.38423
C1 -3.90948 0.25845 1.34222
N2 -4.25875 0.08695 2.72586
C2 -2.95648 0.38070 3.44813
C3 -1.94705 0.78351 2.30529
C4 -0.79206 -0.20322 1.93934
C5 -1.07580 -1.08712 0.67902
C6 -0.86742 -0.29276 -0.66230
F1 -2.07048 -0.14849 -1.37245
N3 -2.86564 1.23420 1.22251
H1 -4.32558 -0.18865 -0.59609
H2 -4.95669 -1.26392 0.67179
H3 -4.29256 -0.93447 2.81775
H4 -2.68535 -0.54823 4.00876
H5 -3.09820 1.11001 4.28155
H6 -1.42523 1.68067 2.70919
H7 0.11498 0.41185 1.73974
H8 -0.55820 -0.87732 2.79377
H9 -2.10193 -1.51960 0.63335
H10 -0.37380 -1.95356 0.70828
H11 -0.42573 0.69142 -0.38343
H12 -0.12506 -0.82983 -1.28867
H13 -3.13486 2.17871 1.49977
B1 4.04984 0.11221 -2.43182
O1 2.77264 -0.08024 -1.70922
C7 3.04664 -0.10120 -0.41465
O2 2.21921 -0.24209 0.45134
C8 4.50817 0.07452 -0.21386
O3 5.07601 0.10144 0.84407
O4 5.09901 0.19988 -1.39667
O5 4.30654 -1.00592 -3.35603
C9 4.40808 -0.49784 -4.58455
O6 4.61528 -1.14337 -5.57408
C10 4.22205 0.97466 -4.52015
O7 4.25164 1.73414 -5.44821
O8 4.01099 1.33423 -3.25380

largest force on an atom = 3.89 eV Å⁻¹
lowest unoccupied orbital energy = -2.29 eV

Atomic partial charges in e from the natural (NBO) method, atoms 1 to 4: N -0.679; C 0.733; N -0.562; C -0.257



No. 8
The following is a DFT calculation (ωB97M-V/def2-TZVPD) of one molecule with the formula C10H13BrClN3O2S at a distorted geometry.

Cartesian coordinates (Å):
C1 1.20573 4.57393 1.47613
N1 0.79542 3.19128 1.34044
C2 1.81964 2.22852 1.70318
C3 2.91665 2.08321 0.63602
N2 2.34961 1.83369 -0.67028
S1 2.31429 0.28766 -1.23245
O1 3.55266 -0.32975 -0.87515
O2 1.90214 0.33702 -2.60097
C4 1.01250 -0.57304 -0.32598
C5 1.27192 -1.20680 0.87627
N3 0.32611 -1.81164 1.57332
C6 -0.90770 -1.82609 1.11396
C7 -1.26325 -1.23540 -0.10586
C8 -0.27430 -0.59792 -0.83703
H1 -0.48084 -0.14054 -1.79288
Br1 -3.03492 -1.29685 -0.73726
Cl1 -2.07581 -2.61590 2.07546
H2 2.27081 -1.24030 1.28511
C9 1.29036 2.73675 -1.06092
C10 0.23001 2.86352 0.04461
H3 -0.49754 3.63065 -0.22591
H4 -0.29946 1.91105 0.15480
H5 0.86357 2.34873 -1.98485
H6 1.73595 3.71552 -1.26879
H7 3.58380 1.25150 0.85842
H8 3.51129 3.00143 0.57904
H9 2.26523 2.53122 2.65219
H10 1.32219 1.26368 1.84994
H11 1.52021 4.73961 2.50548
H12 0.34472 5.20957 1.27461
H13 2.02394 4.87466 0.80975

largest force on an atom = 1.04 eV Å⁻¹
lowest unoccupied orbital energy = 0.00 eV

Atomic partial charges in e from the natural (NBO) method, atoms 1 to 4: C -0.416; N -0.440; C -0.235; C -0.254